No. 1
61
Properties=species:S:1:pos:R:3 method="wB97M-V/def2-TZVPD" e_homo_ev=-5.35 multiplicity=1 orbital_gap_ev=6.8 total_charge=-1 molar_mass_da=715.4
Cs -1.082 1.688 -0.608
N 2.391 -4.252 -0.258
N 2.100 -2.944 -0.622
C 3.111 -2.075 -0.736
N 2.878 -0.908 -1.342
N 4.255 -2.705 -0.474
N 5.422 -1.826 -0.297
O 5.486 -0.682 -0.881
O 6.283 -2.289 0.442
H 3.366 -4.168 0.104
H 1.700 -4.532 0.485
H 1.095 -2.713 -0.651
H 1.970 -0.521 -1.569
H 3.736 -0.383 -1.497
N -2.259 0.934 -4.326
C -2.743 -0.301 -3.901
C -1.794 -1.406 -3.328
C -0.509 -0.987 -2.608
O -0.170 -1.497 -1.511
O 0.162 0.001 -3.089
H -2.851 1.760 -4.204
H -1.282 1.212 -4.103
H -3.144 -0.896 -4.786
H -3.532 -0.222 -3.102
H -1.474 -2.017 -4.164
H -2.300 -2.062 -2.603
N -0.032 0.610 4.399
C -0.962 0.486 3.426
N -0.536 1.188 2.404
C 0.568 1.839 2.826
N 0.907 1.477 4.075
C 1.402 2.766 2.114
C 2.136 3.653 2.855
N 2.775 4.605 2.191
C 3.005 4.436 0.910
C 2.297 3.492 0.122
N 1.418 2.706 0.739
H 0.057 0.063 5.264
H -1.843 -0.126 3.500
H 2.167 3.707 3.954
H 3.754 5.096 0.529
H 2.367 3.449 -0.988
F -0.995 5.381 -1.518
C -2.363 5.714 -1.497
F -2.585 6.409 -0.328
F -2.587 6.564 -2.451
S -3.457 4.173 -1.519
O -4.846 4.590 -1.678
O -2.892 3.435 -2.647
O -3.123 3.396 -0.271
C -2.655 -4.057 2.672
C -2.579 -4.571 1.399
C -1.280 -4.720 0.834
N -0.161 -4.253 1.388
C -0.294 -3.611 2.551
C -1.505 -3.415 3.224
H -3.557 -4.219 3.265
H -3.386 -5.059 0.854
H -1.105 -5.260 -0.103
H 0.665 -3.436 3.096
H -1.591 -2.717 4.035

***

No. 2
82
Properties=species:S:1:pos:R:3 method="wB97M-V/def2-TZVPD" e_homo_ev=-2.25 multiplicity=1 orbital_gap_ev=6.0 total_charge=-2 relative_energy_kcal_mol=0.0 molar_mass_da=937.5
Ca 2.610 -1.720 -1.595
Se -0.936 -2.593 5.008
P -0.267 -0.799 4.094
C 0.975 -0.027 5.191
C 0.679 1.116 5.926
C 1.600 1.629 6.831
C 2.822 1.002 7.008
C 3.117 -0.148 6.286
C 2.200 -0.668 5.389
C -1.544 0.481 3.926
C -1.183 1.717 3.396
C -2.102 2.753 3.366
C -3.393 2.544 3.831
C -3.763 1.303 4.332
C -2.834 0.274 4.394
C 0.499 -0.914 2.476
C 0.072 -0.823 1.141
N 1.186 -1.052 0.404
N 2.198 -1.309 1.224
N 1.811 -1.243 2.467
P -1.370 -0.473 0.079
Se 0.246 -0.668 -3.090
C -1.445 1.369 0.146
C -2.599 2.131 0.297
C -2.563 3.514 0.172
C -1.369 4.164 -0.095
C -0.208 3.413 -0.246
C -0.249 2.033 -0.144
C -2.842 -1.046 0.997
C -2.750 -2.022 1.985
C -3.886 -2.556 2.575
C -5.145 -2.137 2.175
C -5.256 -1.202 1.152
C -4.118 -0.679 0.558
H -0.275 1.611 5.802
H 1.357 2.521 7.395
H 3.544 1.405 7.708
H 4.071 -0.643 6.418
H 2.434 -1.557 4.823
H -0.182 1.870 3.010
H -1.815 3.709 2.949
H -4.118 3.348 3.788
H -4.776 1.135 4.678
H -3.094 -0.698 4.797
H -3.538 1.661 0.553
H -3.477 4.083 0.300
H -1.340 5.242 -0.193
H 0.732 3.902 -0.468
H 0.654 1.457 -0.302
H -1.784 -2.382 2.310
H -3.766 -3.290 3.362
H -6.034 -2.546 2.640
H -6.232 -0.889 0.802
H -4.229 -0.001 -0.280
O 4.901 -1.378 -0.706
P 5.211 -2.997 -0.978
O 6.246 -3.500 -0.068
O 3.827 -3.583 -1.062
O 5.843 -2.878 -2.482
P 5.229 -1.998 -3.706
O 5.686 -0.478 -3.212
O 5.944 -2.336 -4.946
O 3.737 -1.958 -3.568
H 5.321 -0.829 -1.392
H 6.576 -0.307 -3.539
C -1.673 -0.901 -8.250
C -2.119 -1.251 -6.956
C -1.315 -1.045 -5.870
C -0.021 -0.479 -5.999
C 0.832 -0.253 -4.865
C 2.071 0.298 -5.097
C 2.513 0.627 -6.391
C 1.712 0.426 -7.479
C 0.424 -0.131 -7.302
C -0.432 -0.357 -8.411
H -2.313 -1.069 -9.109
H -3.102 -1.688 -6.825
H -1.646 -1.313 -4.876
H 2.739 0.460 -4.262
H 3.510 1.033 -6.516
H 2.049 0.672 -8.480
H -0.073 -0.088 -9.400

***

No. 3
114
Properties=species:S:1:pos:R:3 method="wB97M-V/def2-TZVPD" e_homo_ev="-9.94 / -9.94" multiplicity=2 orbital_gap_ev="7.1 / 1.9" total_charge=+1 molar_mass_da=654.9
C -0.322 0.427 -0.099
O -1.229 0.032 0.622
N 0.930 0.092 0.093
N -0.474 1.154 -1.139
H 1.617 0.457 -0.552
H 1.121 -0.644 0.758
H -1.468 1.227 -1.300
H 0.288 1.376 -1.764
C -4.161 -1.204 -0.136
O -4.592 -2.126 0.930
C -3.642 -2.431 1.960
C -2.673 -3.490 1.383
N -3.456 -4.585 0.843
C -2.586 -5.438 0.059
C -3.455 -6.540 -0.612
O -4.305 -5.811 -1.446
C -5.262 -6.610 -2.079
H -3.405 -1.603 -0.812
H -3.705 -0.357 0.377
H -5.079 -0.914 -0.648
H -4.168 -2.790 2.844
H -3.076 -1.539 2.231
H -2.011 -3.821 2.183
H -2.035 -3.089 0.595
H -4.038 -4.216 0.105
H -1.823 -5.761 0.767
H -2.113 -4.871 -0.743
H -3.947 -7.116 0.171
H -2.787 -7.206 -1.160
H -4.741 -7.246 -2.795
H -6.009 -6.021 -2.612
H -5.809 -7.268 -1.405
C 7.257 -0.622 -0.581
O 6.445 0.282 -1.305
C 6.350 1.591 -0.659
C 5.236 2.457 -1.286
N 3.979 2.116 -0.644
C 2.903 2.924 -1.240
C 2.488 2.306 -2.615
O 2.180 0.922 -2.216
C 1.887 -0.049 -3.266
H 7.654 -1.455 -1.162
H 6.752 -1.050 0.285
H 8.136 -0.030 -0.326
H 7.279 2.135 -0.827
H 6.183 1.406 0.402
H 5.345 2.238 -2.348
H 5.547 3.473 -1.043
H 3.844 1.159 -0.938
H 3.147 3.955 -1.495
H 2.053 3.001 -0.563
H 3.318 2.269 -3.321
H 1.586 2.719 -3.067
H 0.980 0.106 -3.850
H 1.693 -1.055 -2.893
H 2.763 0.082 -3.901
C 0.396 -3.169 -1.504
O 0.666 -4.168 -0.569
C 0.906 -3.705 0.723
C 2.383 -3.330 0.951
N 2.367 -2.081 1.771
C 3.627 -1.479 1.868
C 3.596 -0.346 2.880
O 3.474 -0.916 4.159
C 3.300 0.044 5.194
H -0.403 -2.482 -1.226
H 0.068 -3.544 -2.474
H 1.373 -2.692 -1.588
H 0.505 -4.441 1.419
H 0.254 -2.845 0.874
H 2.784 -3.041 -0.021
H 2.937 -4.123 1.453
H 2.086 -2.220 2.731
H 3.809 -0.968 0.923
H 4.348 -2.274 2.057
H 2.766 0.346 2.739
H 4.503 0.257 2.846
H 2.284 0.419 5.322
H 3.996 0.872 5.061
H 3.466 -0.315 6.209
C -1.382 4.527 -2.577
O -1.578 4.576 -1.099
C -0.702 5.556 -0.502
C -1.120 5.964 0.921
N -0.675 5.012 1.953
C -1.390 3.751 2.030
C -0.595 2.732 2.810
O -0.359 3.040 4.200
C -1.527 3.163 5.078
H -0.487 3.941 -2.783
H -1.224 5.499 -3.042
H -2.241 3.917 -2.858
H -0.627 6.412 -1.172
H 0.331 5.215 -0.422
H -2.199 6.113 0.950
H -0.726 6.940 1.207
H -0.823 5.565 2.785
H -1.395 3.342 1.020
H -2.390 3.982 2.397
H 0.422 2.608 2.438
H -1.138 1.787 2.780
H -2.247 3.928 4.785
H -1.255 3.356 6.116
H -2.178 2.292 5.009
C -4.001 1.348 -2.648
C -4.434 0.188 -3.588
O -4.861 0.699 -4.808
O -5.055 2.054 -2.145
H -3.449 2.089 -3.228
H -3.495 1.076 -1.722
H -5.163 -0.499 -3.158
H -3.569 -0.451 -3.765
H -5.821 0.688 -4.808
H -4.728 2.846 -1.712

***

No. 4
29
Properties=species:S:1:pos:R:3 method="wB97M-V/def2-TZVPD" e_homo_ev="-7.55 / -7.52" multiplicity=1 orbital_gap_ev="4.8 / 4.8" relative_energy_kcal_mol=58.7 molar_mass_da=252.2
C 1.295 -1.733 1.144
C -3.892 1.241 -0.932
C -3.023 1.741 -1.851
C -3.517 0.044 -0.295
C -1.881 1.098 -2.221
C -2.313 -0.644 -0.610
C -1.404 -0.053 -1.543
C 2.887 -1.325 -0.708
C 2.444 0.571 3.950
C -0.030 -0.456 -1.559
C 0.817 0.163 -0.355
C 1.772 -0.924 0.198
N 0.907 -2.211 2.170
Se 3.150 1.396 2.395
H -4.867 1.582 -0.582
H -3.109 2.698 -2.341
H -4.085 -0.427 0.412
H -1.369 1.623 -2.959
H -2.100 -1.547 -0.078
H 3.474 -0.499 -0.939
H 3.480 -2.064 -0.153
H 2.329 -1.657 -1.659
H 2.297 1.305 4.784
H 1.460 0.244 3.653
H 3.276 -0.047 4.254
H 0.223 -1.570 -1.418
H 0.511 -0.164 -2.490
H 0.001 0.537 0.416
H 1.267 1.077 -0.686

***

No. 5
14
Properties=species:S:1:pos:R:3 method="wB97M-V/def2-TZVPD" e_homo_ev=-9.02 multiplicity=1 orbital_gap_ev=9.6 relative_energy_kcal_mol=27.0 molar_mass_da=101.1
C -1.377 -0.116 -0.001
C 1.300 -0.164 -0.090
H -2.443 1.519 -0.170
H -1.009 1.536 1.023
H -1.925 -1.780 -0.381
H 0.015 -1.612 0.061
H 1.217 1.838 -0.805
H 2.702 1.415 0.074
H 1.941 -1.984 0.055
N -1.423 1.274 0.131
N -2.437 -0.844 -0.007
N -0.029 -0.552 -0.149
N 1.616 1.205 -0.094
N 2.268 -0.976 0.218

***

No. 6
16
Properties=species:S:1:pos:R:3 method="wB97M-V/def2-TZVPD" smiles="C=C(C)C.OSCl" e_homo_ev=-9.18 multiplicity=1 orbital_gap_ev=9.3 relative_energy_kcal_mol=36.5 molar_mass_da=140.6
C -1.033 -0.911 -1.181
C -0.922 -1.259 1.276
C -1.027 1.081 0.335
C -1.080 -0.195 0.169
O 3.266 2.301 -0.976
S 3.002 1.601 0.534
Cl 2.969 -0.401 0.099
H -0.097 -0.655 -1.687
H -1.104 -1.994 -1.098
H -1.746 -0.619 -1.914
H 0.062 -1.337 1.757
H -1.220 -2.214 1.065
H -1.481 -0.965 2.163
H -1.024 1.476 1.424
H 2.420 2.215 -1.521
H -0.983 1.876 -0.445

***

No. 7
14
Properties=species:S:1:pos:R:3 method="wB97M-V/def2-TZVPD" smiles="[NH+]#CCCC(=O)C=O" e_homo_ev=-14.31 multiplicity=1 orbital_gap_ev=9.4 total_charge=+1 relative_energy_kcal_mol=26.4 molar_mass_da=112.1
C -1.154 0.766 -0.008
C 1.472 0.661 0.045
C -2.759 1.015 0.029
C -0.631 -0.624 0.320
C 0.885 -0.616 -0.195
N 2.425 1.350 0.159
O -3.401 0.028 -0.107
O -0.340 1.664 -0.097
H -3.033 1.984 0.283
H -0.633 -0.805 1.443
H -1.183 -1.355 -0.240
H 0.796 -0.759 -1.245
H 1.278 -1.465 0.214
H 2.847 2.234 0.068

***

No. 8
21
Properties=species:S:1:pos:R:3 method="wB97M-V/def2-TZVPD" e_homo_ev=-8.91 multiplicity=1 orbital_gap_ev=10.0 relative_energy_kcal_mol=39.3 molar_mass_da=115.2
C 1.335 0.012 0.588
C -2.434 -1.085 0.498
C -1.553 0.245 -1.990
C 1.244 1.209 1.501
C 2.691 -0.237 -0.026
C -0.746 0.080 -0.722
O 0.487 0.517 -0.792
N -1.134 -0.493 0.354
H 0.985 -0.882 1.104
H -2.433 -2.115 0.128
H -2.671 -1.124 1.562
H -3.241 -0.540 -0.003
H -0.956 0.768 -2.731
H -1.849 -0.732 -2.382
H -2.463 0.813 -1.785
H 1.867 1.033 2.384
H 1.577 2.110 0.991
H 0.217 1.344 1.829
H 3.039 0.646 -0.555
H 2.642 -1.072 -0.721
H 3.397 -0.496 0.768

***

No. 9
105
Properties=species:S:1:pos:R:3 method="wB97M-V/def2-TZVPD" e_homo_ev=-9.93 multiplicity=1 orbital_gap_ev=5.8 total_charge=+1 relative_energy_kcal_mol=27.0 molar_mass_da=985.9
Ti -0.017 -0.414 0.361
C 6.020 4.361 -0.727
C 5.962 3.208 0.042
C 4.822 2.422 0.028
C 3.717 2.796 -0.737
C 3.785 3.949 -1.512
C 4.933 4.726 -1.507
C 2.505 1.951 -0.621
C 1.406 2.379 0.124
C 1.033 3.729 0.398
C -0.146 3.689 1.079
C -0.431 2.309 1.318
C -1.209 1.797 2.360
C -2.191 2.677 3.036
C -1.771 3.774 3.784
C -2.706 4.615 4.367
C -4.062 4.369 4.203
C -4.483 3.276 3.462
C -3.552 2.429 2.879
C -0.892 0.550 2.901
N 0.004 -0.337 2.343
C 0.171 -1.350 3.255
C 0.765 -2.583 2.961
C 1.020 -3.570 4.039
C 2.328 -4.001 4.260
C 2.601 -4.901 5.277
C 1.574 -5.391 6.069
C 0.267 -4.987 5.835
C -0.011 -4.080 4.824
C 0.993 -2.978 1.645
C 1.213 -4.327 1.213
C 1.129 -4.340 -0.143
C 0.938 -2.987 -0.563
N 0.836 -2.174 0.543
C 1.136 -2.494 -1.849
C 1.585 -1.172 -1.976
C 2.630 -0.798 -2.883
C 3.209 0.320 -2.372
C 2.438 0.709 -1.232
N 1.450 -0.223 -0.997
C 1.203 -3.370 -3.044
C 0.138 -3.354 -3.940
C 0.219 -4.074 -5.123
C 1.364 -4.798 -5.422
C 2.423 -4.819 -4.527
C 2.342 -4.114 -3.336
C -0.551 -1.032 4.451
C -1.258 0.102 4.205
N 0.472 1.522 0.643
H 6.912 4.973 -0.722
H 6.809 2.916 0.649
H 4.772 1.517 0.621
H 2.945 4.228 -2.137
H 4.984 5.617 -2.117
H 1.600 4.592 0.092
H -0.741 4.516 1.426
H -0.712 3.956 3.917
H -2.371 5.469 4.940
H -4.791 5.027 4.656
H -5.539 3.080 3.327
H -3.870 1.579 2.287
H 3.127 -3.612 3.641
H 3.619 -5.222 5.452
H 1.789 -6.090 6.864
H -0.537 -5.385 6.439
H -1.033 -3.791 4.615
H 1.370 -5.160 1.877
H 1.238 -5.178 -0.811
H 2.929 -1.374 -3.741
H 4.071 0.853 -2.737
H -0.744 -2.770 -3.704
H -0.611 -4.060 -5.816
H 1.438 -5.335 -6.357
H 3.322 -5.376 -4.756
H 3.174 -4.113 -2.642
H -0.555 -1.634 5.342
H -1.949 0.616 4.852
C -3.350 1.255 -4.572
C -1.906 0.925 -4.952
S -0.712 0.802 -3.587
C -0.475 2.533 -3.092
C -1.622 3.162 -2.302
S -2.367 2.091 -1.004
C -4.135 2.350 -1.393
C -4.884 1.247 -2.159
S -3.934 0.144 -3.242
H -3.980 1.110 -5.450
H -3.469 2.280 -4.227
H -1.527 1.643 -5.680
H -1.866 -0.074 -5.389
H -0.284 3.113 -3.996
H 0.429 2.506 -2.484
H -2.429 3.431 -2.978
H -1.266 4.061 -1.796
H -4.192 3.293 -1.933
H -4.611 2.490 -0.422
H -5.681 1.702 -2.747
H -5.335 0.545 -1.460
F -1.336 -1.067 -0.805
P -2.743 -1.995 0.009
F -1.771 -3.250 -0.006
F -1.957 -1.524 1.392
F -3.889 -2.692 0.804
F -3.267 -2.340 -1.415
F -3.440 -0.565 0.036